No. 1
A gas-phase ion, C5H8N (charge +1) in a non-equilibrium geometry, computed with ωB97M-V/def2-TZVPD.

Results
* gap between HOMO and LUMO: 8.591 eV
* relative energy (zero: lowest compared OMol25 entry of this formula, charge and spin): 130.0 kcal/mol
* E_tot: -249.6179 hartree
* HOMO energy: -14.88 eV
* net charge: +1

Last column: Mulliken charge in e.
Positions of all 14 atoms, in Å:
C: 0.441 -0.767 0.588  0.306
C: 1.105 -1.883 0.986  -0.860
C: -0.114 0.003 -0.421  1.267
C: -0.670 1.335 -0.035  -1.249
C: -0.155 -0.311 -1.834  -1.365
N: 0.713 -0.861 2.004  -0.089
H: 0.242 1.841 0.201  0.382
H: -1.185 1.407 0.882  0.426
H: -1.134 1.659 -0.921  0.390
H: 0.327 -1.232 -1.982  0.421
H: 0.230 0.537 -2.533  0.389
H: -1.237 -0.208 -2.085  0.397
H: -0.018 -1.086 2.725  0.318
H: 1.454 -0.434 2.423  0.267

***

No. 2
7 unconnected molecules or ions with the total composition C50H50ClIN5O31P2 in a non-equilibrium geometry, computed with ωB97M-V/def2-TZVPD.

Results
* gap between HOMO and LUMO: 7.096 eV
* E_tot: -5982.0117 hartree
* HOMO energy: -10.60 eV
* net charge: +1

Last column: Mulliken charge in e.
Positions of all 140 atoms, in Å:
C: 1.021 0.408 6.464  -1.721
C: -0.467 0.538 6.786  -0.023
C: -1.431 0.348 5.591  1.093
C: -0.778 -0.131 4.297  -2.239
N: -2.696 -0.381 5.927  1.289
C: -3.710 0.319 6.582  -1.546
N: -4.398 1.260 5.968  1.609
C: -5.518 1.917 6.690  -0.518
C: -6.457 2.748 5.831  -1.298
C: -7.417 1.924 4.973  -0.224
Cl: -8.745 1.271 5.946  -0.172
C: -4.087 1.687 4.614  -0.742
C: -3.406 3.058 4.617  0.252
O: -3.460 3.809 5.540  -0.456
O: -2.658 3.316 3.522  -0.382
N: -4.054 0.048 7.876  0.439
P: -3.422 1.151 9.177  -0.068
O: -2.116 0.343 9.671  -0.439
O: -2.758 2.280 8.215  -0.466
C: -3.904 -1.391 8.197  -1.101
C: -3.908 -2.268 6.951  0.175
P: -5.633 -2.513 6.343  0.854
N: -6.494 -2.783 7.584  -0.932
O: -5.653 -3.704 5.274  -0.523
O: -6.112 -1.181 5.569  -0.588
C: -2.798 -1.831 5.956  -0.484
I: -0.987 -2.863 6.633  0.215
N: -3.080 -2.419 4.646  -0.337
C: -3.442 -1.740 3.710  0.783
O: -3.885 -1.141 2.817  -0.460
H: 1.611 0.574 7.364  0.486
H: 1.329 1.167 5.744  0.350
H: 1.289 -0.570 6.069  0.290
H: -0.626 1.525 7.216  0.223
H: -0.704 -0.190 7.561  0.111
H: -1.733 1.368 5.352  -0.244
H: -1.502 -0.238 3.489  0.202
H: -0.107 0.667 3.977  0.659
H: -0.159 -1.015 4.407  0.245
H: -6.112 1.135 7.166  0.534
H: -5.121 2.542 7.484  0.266
H: -7.087 3.279 6.546  0.566
H: -5.958 3.517 5.244  0.302
H: -6.936 1.096 4.454  0.078
H: -7.857 2.568 4.214  0.433
H: -4.983 1.699 3.992  0.837
H: -3.396 1.001 4.137  -0.252
H: -3.113 3.076 2.704  0.350
H: -1.297 0.794 9.423  0.346
H: -3.145 3.147 8.398  0.398
H: -4.749 -1.704 8.809  0.500
H: -2.992 -1.597 8.760  0.521
H: -3.659 -3.266 7.309  0.763
H: -6.989 -3.665 7.566  0.288
H: -5.883 -3.416 4.383  0.409
H: -5.514 -0.874 4.875  0.307
C: 0.815 0.100 0.268  -1.184
C: 0.616 0.672 -0.930  0.349
C: 1.296 1.967 -1.326  1.181
O: 1.045 2.388 -2.443  -0.761
C: 2.168 2.605 -0.374  -0.747
C: 2.365 2.038 0.824  -0.010
C: 1.704 0.741 1.211  1.328
O: 1.947 0.297 2.325  -0.728
O: 3.137 2.566 1.760  -0.620
O: -0.176 0.172 -1.861  -0.611
H: 0.337 -0.825 0.559  0.595
H: 2.638 3.535 -0.659  0.582
H: 3.110 1.954 2.517  0.340
H: -0.118 0.786 -2.622  0.360
C: 7.189 -1.431 -1.171  -0.869
C: 6.498 -0.297 -1.013  0.085
C: 5.311 -0.190 -0.089  1.300
O: 4.771 0.901 -0.025  -0.523
C: 4.887 -1.366 0.639  -1.293
C: 5.575 -2.507 0.485  0.429
C: 6.781 -2.607 -0.424  0.900
O: 7.339 -3.685 -0.478  -0.616
O: 5.272 -3.636 1.104  -0.596
O: 6.772 0.837 -1.653  -0.654
H: 8.040 -1.514 -1.833  0.527
H: 4.026 -1.287 1.290  0.580
H: 5.934 -4.293 0.810  0.367
H: 6.118 1.507 -1.360  0.311
C: 4.634 4.053 -4.781  -1.099
C: 4.395 3.999 -6.100  0.232
C: 4.860 2.841 -6.951  0.951
O: 4.570 2.870 -8.132  -0.640
C: 5.610 1.783 -6.311  -0.605
C: 5.863 1.834 -4.998  0.147
C: 5.365 2.979 -4.143  0.969
O: 5.604 2.946 -2.947  -0.657
O: 6.555 0.893 -4.367  -0.579
O: 3.735 4.932 -6.767  -0.584
H: 4.299 4.874 -4.163  0.480
H: 5.956 0.968 -6.933  0.667
H: 6.601 1.136 -3.417  0.438
H: 3.707 4.631 -7.697  0.375
C: 5.418 -3.129 -7.928  -0.987
C: 5.291 -2.221 -6.950  0.442
C: 3.944 -1.850 -6.376  1.093
O: 3.913 -1.028 -5.476  -0.454
C: 2.763 -2.484 -6.922  -1.307
C: 2.886 -3.390 -7.904  0.352
C: 4.237 -3.780 -8.462  1.224
O: 4.255 -4.625 -9.335  -0.592
O: 1.859 -4.011 -8.458  -0.460
O: 6.338 -1.594 -6.423  -0.592
H: 6.377 -3.403 -8.343  0.458
H: 1.803 -2.200 -6.514  0.435
H: 2.213 -4.613 -9.151  0.277
H: 6.001 -0.989 -5.732  0.139
C: -0.354 -6.455 -9.420  -0.985
C: -1.386 -7.311 -9.372  0.394
C: -1.765 -8.189 -10.545  0.935
O: -2.709 -8.939 -10.382  -0.624
C: -0.998 -8.083 -11.767  -0.959
C: 0.032 -7.226 -11.817  0.191
C: 0.421 -6.368 -10.636  1.245
O: 1.387 -5.636 -10.790  -0.715
O: 0.793 -7.057 -12.887  -0.582
O: -2.161 -7.468 -8.312  -0.582
H: -0.078 -5.824 -8.587  0.468
H: -1.282 -8.703 -12.605  0.429
H: 1.463 -6.387 -12.648  0.362
H: -2.818 -8.150 -8.560  0.372
C: -1.084 6.108 0.880  -1.097
C: -2.313 6.630 1.003  0.281
C: -3.281 6.704 -0.158  1.072
O: -4.379 7.174 0.080  -0.632
C: -2.855 6.215 -1.451  -0.967
C: -1.624 5.696 -1.579  0.369
C: -0.666 5.604 -0.412  1.053
O: 0.417 5.096 -0.638  -0.572
O: -1.146 5.216 -2.714  -0.593
O: -2.796 7.121 2.134  -0.599
H: -0.387 6.051 1.704  0.495
H: -3.549 6.282 -2.277  0.445
H: -0.241 4.891 -2.530  0.317
H: -3.699 7.435 1.925  0.378

***

No. 3
A molecular structure, C18H20B2F4N4O10V in a non-equilibrium geometry, computed with ωB97M-V/def2-TZVPD.

Results
* gap between HOMO and LUMO: 4.321 eV
* relative energy (zero: lowest compared OMol25 entry of this formula, charge and spin): 41.7 kcal/mol
* E_tot: -3062.4675 hartree
* HOMO energy: -10.87 eV
* net charge: +1

Last column: Mulliken charge in e.
Positions of all 59 atoms, in Å:
V: -0.910 -0.162 0.266  -1.063
C: -3.545 -2.862 2.163  -1.972
C: -2.858 -1.682 1.599  0.589
N: -1.665 -1.693 1.116  1.074
O: -0.853 -2.741 1.291  -0.614
B: -0.109 -2.561 2.607  0.918
F: 0.579 -3.666 2.903  -0.288
F: -1.022 -2.141 3.575  -0.357
O: 0.890 -1.402 2.438  -0.548
N: 0.396 -0.271 2.003  0.593
C: 0.905 0.844 2.418  0.568
C: 1.940 0.952 3.476  -1.747
C: 0.391 1.977 1.627  0.370
N: -0.341 1.481 0.700  1.616
O: -0.953 1.889 -0.382  -0.802
B: -2.465 2.491 -0.156  0.802
F: -2.332 3.818 0.028  -0.294
F: -3.129 2.099 -1.270  -0.291
O: -2.922 1.826 1.073  -0.763
N: -2.581 0.515 1.099  1.509
C: -3.434 -0.327 1.563  0.838
C: -4.769 0.038 2.081  -1.715
C: 0.685 3.412 1.811  -1.728
H: -2.871 -3.713 2.177  0.346
H: -4.422 -3.099 1.556  0.501
H: -3.882 -2.646 3.177  0.393
H: 1.952 0.038 4.063  0.419
H: 1.744 1.810 4.119  0.450
H: 2.929 1.080 3.028  0.312
H: -5.120 0.946 1.597  0.452
H: -4.695 0.237 3.155  0.327
H: -5.482 -0.770 1.934  0.449
H: 1.736 3.611 1.587  0.350
H: 0.508 3.699 2.848  0.445
H: 0.056 4.013 1.157  0.332
O: 1.166 -2.836 -1.338  -0.514
C: 1.257 -1.651 -1.214  0.040
O: 0.350 -0.955 -0.472  0.223
C: 2.367 -0.839 -1.787  0.675
C: 2.476 0.529 -1.545  -0.086
C: 3.510 1.281 -2.092  -1.355
C: 4.416 0.608 -2.877  0.907
O: 5.503 1.089 -3.516  -0.488
C: 6.121 -0.011 -4.183  -0.245
O: 5.332 -1.163 -3.915  -0.492
C: 4.311 -0.769 -3.116  0.881
C: 3.295 -1.516 -2.586  -1.507
H: 1.735 1.027 -0.942  0.405
H: 3.601 2.345 -1.930  0.460
H: 7.135 -0.148 -3.800  0.263
H: 6.156 0.176 -5.258  0.262
H: 3.199 -2.577 -2.771  0.575
C: -2.761 -0.260 -3.520  -1.362
C: -1.734 -0.181 -2.400  0.782
O: -0.617 0.265 -2.614  -0.507
O: -2.155 -0.610 -1.241  -0.419
H: -2.359 0.211 -4.409  0.364
H: -3.665 0.251 -3.192  0.333
H: -2.988 -1.309 -3.712  0.328